[1]
Molecular formula: C8H9N
Method: DFT, wB97M-V/def2-TZVPD

Structure (XYZ):
```
18
C8H9N | OMol25 | wB97M-V/def2-TZVPD
C -0.68 0.12 1.97
C -0.80 1.02 0.71
C -1.16 -0.88 0.85
C 0.13 -0.84 -0.08
C 0.24 0.52 -0.22
C 1.16 0.82 -1.42
C 1.64 -0.57 -1.90
C 1.01 -1.56 -1.09
H 0.39 -0.17 2.14
H -1.15 0.21 2.92
H -0.87 2.12 0.75
H -2.62 0.88 1.00
H -1.59 -1.75 1.06
H 0.43 1.33 -2.12
H 2.13 1.39 -1.11
H 2.37 -0.45 -2.78
H 1.28 -2.58 -0.97
N -1.91 0.38 0.29
```

Values from the calculation:
Total energy: -9926.18243 eV
Highest occupied orbital energy: -0.2973 Eh
Frontier orbital gap: 9.125 eV
Relative energy (zero: lowest compared OMol25 entry of this formula, charge and spin): 522.01 kJ/mol
Net charge: 0
E_LUMO: 0.038 Eh
Max |F|: 6.7 eV/Å

***

[2]
Molecular formula: C8H9N
Method: DFT, wB97M-V/def2-TZVPD

Structure (XYZ):
```
18
C8H9N | OMol25 | wB97M-V/def2-TZVPD
C 0.39 0.53 2.31
C 1.48 0.97 1.52
C -0.77 0.16 1.65
C 1.42 1.01 0.20
C 1.28 0.89 -1.16
C 0.16 0.43 -1.76
C -0.98 -0.11 -0.92
C -0.90 -1.65 -0.97
N -0.94 0.39 0.38
H 0.47 0.50 3.39
H 2.37 1.29 2.05
H -1.60 -0.19 2.26
H 2.12 1.20 -1.77
H 0.07 0.39 -2.83
H -1.92 0.22 -1.40
H 0.03 -1.98 -0.52
H -0.95 -1.98 -2.00
H -1.74 -2.08 -0.43
```

Values from the calculation:
Total energy: -9926.77960 eV
Highest occupied orbital energy: -0.2642 Eh
Frontier orbital gap: 6.866 eV
Relative energy (zero: lowest compared OMol25 entry of this formula, charge and spin): 464.39 kJ/mol
Net charge: 0
E_LUMO: -0.012 Eh
Max |F|: 3.4 eV/Å

***

[3]
Molecular formula: C8H9N2
Method: DFT, wB97M-V/def2-TZVPD

Structure (XYZ):
```
19
C8H9N2 | OMol25 | wB97M-V/def2-TZVPD
C 3.45 -0.30 -0.37
C 2.54 -0.88 0.46
C -0.35 0.21 0.11
C -1.95 1.18 0.05
C 2.71 1.01 -0.49
C 1.93 0.39 0.65
C -1.32 -0.77 0.02
C -3.85 -0.42 -0.14
N -0.73 1.51 0.10
N -2.47 -0.04 -0.05
H 4.45 -0.57 -0.67
H 2.41 -1.84 0.91
H 3.26 1.92 -0.27
H 2.15 1.13 -1.41
H 1.64 0.86 1.57
H -1.25 -1.83 0.01
H -3.92 -1.41 -0.58
H -4.31 -0.44 0.86
H -4.39 0.30 -0.75
```

Values from the calculation:
Total energy: -11406.81857 eV
Highest occupied orbital energy (alpha / beta): -0.4752 / -0.4752 Eh
Frontier orbital gap (alpha / beta): 6.563 / 6.568 eV
Relative energy (zero: lowest compared OMol25 entry of this formula, charge and spin): 676.00 kJ/mol
Net charge: +1
E_LUMO (alpha / beta): -0.234 / -0.234 Eh
Max |F|: 3.2 eV/Å

***

[4]
Molecular formula: C8H9N2O2
Method: DFT, wB97M-V/def2-TZVPD

Structure (XYZ):
```
21
C8H9N2O2 | OMol25 | wB97M-V/def2-TZVPD
C -2.38 0.23 -0.98
C -0.83 0.19 -1.20
N -0.54 1.54 -1.69
O -0.52 -0.76 -2.06
C -0.02 0.05 0.15
C -0.20 0.67 1.34
C 0.63 0.36 2.46
C 1.70 -0.50 2.33
C 1.97 -1.11 1.11
C 1.02 -0.89 0.03
N 1.15 -1.70 -1.10
O 2.23 -1.71 -1.72
H -2.82 0.94 -0.28
H -2.74 -0.87 -1.00
H -2.82 0.59 -1.96
H 0.56 1.53 -1.72
H -0.88 1.52 -2.58
H -0.99 1.39 1.51
H 0.52 1.05 3.23
H 2.44 -0.56 3.09
H 2.54 -1.98 1.03
```

Values from the calculation:
Structure (SMILES): C[C@](N)([O-])c1ccccc1N=O
Total energy: -15514.20311 eV
Highest occupied orbital energy: -0.1268 Eh
Frontier orbital gap: 7.145 eV
Relative energy (zero: lowest compared OMol25 entry of this formula, charge and spin): 311.07 kJ/mol
Net charge: -1
E_LUMO: 0.136 Eh
Max |F|: 5.6 eV/Å

***

[5]
Molecular formula: C8H9N2O2S
Method: DFT, wB97M-V/def2-TZVPD

Structure (XYZ):
```
22
C8H9N2O2S | OMol25 | wB97M-V/def2-TZVPD
N -3.91 0.52 -0.54
C -3.16 0.22 0.42
N -2.86 -0.62 1.39
C -1.76 0.25 0.93
S -0.79 -0.11 -0.62
O -1.27 0.95 -1.46
O -1.16 -1.47 -0.89
C 0.95 -0.03 -0.33
C 1.51 -1.06 0.46
C 2.88 -1.05 0.65
C 3.68 -0.01 0.18
C 3.10 1.02 -0.57
C 1.73 1.00 -0.86
H -3.66 1.38 -1.13
H -4.74 -0.07 -0.60
H -2.99 -1.70 1.56
H -1.51 1.01 1.59
H 0.79 -1.76 0.76
H 3.34 -1.91 1.04
H 4.74 0.21 0.45
H 3.95 1.60 -0.92
H 1.15 1.64 -1.50
```

Values from the calculation:
Structure (SMILES): [NH2+]=C1N[C@H]1S(=O)(=O)c1ccccc1
Total energy: -26342.01595 eV
Highest occupied orbital energy: -0.4807 Eh
Frontier orbital gap: 9.250 eV
Relative energy (zero: lowest compared OMol25 entry of this formula, charge and spin): 215.49 kJ/mol
Net charge: +1
E_LUMO: -0.141 Eh
Max |F|: 4.2 eV/Å

***

[6]
Molecular formula: C8H9N3O2
Method: DFT, wB97M-V/def2-TZVPD

Structure (XYZ):
```
22
C8H9N3O2 | OMol25 | wB97M-V/def2-TZVPD
H 2.97 -1.95 -3.44
N 2.16 -1.22 -3.37
C 1.82 -1.07 -2.12
N 2.44 -1.85 -1.01
N 0.89 -0.08 -1.89
C 0.11 0.03 -0.70
C -0.29 -1.06 0.06
C -1.34 -1.03 0.92
C -1.64 0.24 1.39
C -0.96 1.35 0.93
C -0.14 1.35 -0.17
O -1.35 2.54 1.65
C -2.32 2.06 2.62
O -2.43 0.56 2.42
H 2.47 -1.16 -0.20
H 3.62 -2.00 -1.25
H 0.34 0.24 -2.74
H -0.02 -2.10 -0.18
H -1.56 -2.00 1.49
H 0.19 2.30 -0.47
H -3.28 2.53 2.41
H -1.69 2.32 3.66
```

Values from the calculation:
Structure (SMILES): [H]/N=C(\N)Nc1ccc2c(c1)OCO2
Total energy: -17004.25340 eV
Highest occupied orbital energy: -0.2909 Eh
Frontier orbital gap: 8.611 eV
Relative energy (zero: lowest compared OMol25 entry of this formula, charge and spin): 261.67 kJ/mol
Net charge: 0
E_LUMO: 0.026 Eh
Max |F|: 4.8 eV/Å